Here is 2 unconnected molecules or ions with the total composition C8H11N4 from OMol25. Energies are from ωB97M-V/def2-TZVPD.

Computed properties:
- orbital gap (eV) = 9.01
- net charge = +1
- relative energy (zero: lowest compared OMol25 entry of this formula, charge and spin) (kJ/mol) = 629.4
- lowest unoccupied orbital energy (eV) = -4.416
- energy (eV) = -14421.5520

Structure (XYZ):
```
23
C8H11N4 ωB97M-V/def2-TZVPD
C 0.019 1.534 0.975
C -1.144 0.540 -1.184
C 1.471 -0.609 -1.412
C 0.249 -1.168 -1.394
C 0.499 0.272 0.416
C -2.425 -0.376 1.324
C 2.841 0.988 -0.182
C -1.613 -1.187 0.330
N -0.239 2.586 1.360
N -1.769 1.160 -1.904
N 1.601 0.311 -0.430
N -0.542 -0.437 -0.350
H 2.240 -0.728 -2.115
H -0.335 -1.978 -1.851
H 1.002 -0.710 1.644
H -2.871 0.425 0.735
H -3.283 -0.733 1.820
H -1.900 0.033 2.138
H 2.715 1.808 0.556
H 3.650 0.332 0.202
H 3.094 1.485 -1.183
H -2.065 -1.606 -0.507
H -1.196 -1.944 1.011
```